# 1
Density functional theory data (ωB97M-V/def2-TZVPD) for an isolated ion of composition C5H12NO and charge +1 at a distorted geometry.

Calculated values
Total charge = +1
Energy above the lowest of the compared OMol25 structures with the same formula, charge and spin = 2.281 eV
Largest force on an atom = 6.00 eV Å⁻¹
DFT total energy = -8908.348 eV
Orbital gap = 9.2 eV
E_LUMO = -5.4 eV

Cartesian coordinates (Å):
C1 -0.06088 -1.84127 -0.48323
O1 1.33137 -1.39837 -0.36466
C2 -1.12511 -1.07165 0.36734
C3 -1.50650 0.28869 -0.27076
C4 -0.19005 1.27921 -0.46455
C5 1.64137 2.02450 0.86123
N1 0.81574 1.03013 0.54678
H1 0.01090 -2.89338 -0.20598
H2 -0.34567 -1.79917 -1.57415
H3 1.91096 -2.00913 -0.89233
H4 -1.96510 -1.78446 0.57851
H5 -0.78753 -0.85929 1.41604
H6 -2.17035 0.94669 0.48534
H7 -2.09184 0.15894 -1.24383
H8 -0.61860 2.20242 -0.28815
H9 0.22499 0.91931 -1.43509
H10 2.54539 1.65677 1.46037
H11 1.31339 3.06228 0.99791
H12 1.06753 0.08778 0.50922



# 2
Density functional theory data (ωB97M-V/def2-TZVPD) for C5H12NO2 as an isolated structure at a distorted geometry.

Calculated values
Total charge = -1
Energy above the lowest of the compared OMol25 structures with the same formula, charge and spin = 7.174 eV
Largest force on an atom = 5.82 eV Å⁻¹
DFT total energy = -10959.816 eV
Orbital gap = 6.7 eV
E_LUMO = 2.9 eV

Cartesian coordinates (Å):
C1 -1.22850 0.99743 -0.18899
O1 -2.58248 1.12725 -0.22856
C2 -0.81000 -0.46578 -0.59794
C3 0.60657 -1.01953 -0.29629
C4 1.76310 -0.29747 -0.87827
C5 2.45409 0.61619 -0.06459
N1 3.15188 0.64308 1.24961
H1 -0.66018 1.65465 -0.88299
H2 -0.79746 1.18024 0.81983
H3 -1.51037 -1.07255 -0.02217
H4 -1.04027 -0.56410 -1.66510
H5 0.47290 -2.10336 -0.46646
H6 0.73637 -0.88210 0.79460
H7 2.33039 -0.56188 -1.76622
H8 2.80478 1.40242 -0.73922
H9 1.98470 0.88790 1.06545
H10 3.33740 -0.29700 1.59977
H11 -4.30552 -0.52443 1.30108
H12 -3.14425 0.13563 0.20108
O2 -3.56314 -0.85658 0.76537



# 3
Density functional theory data (ωB97M-V/def2-TZVPD) for an isolated ion of composition C5H12NO2 and charge +1 at a distorted geometry.

Calculated values
Total charge = +1
Energy above the lowest of the compared OMol25 structures with the same formula, charge and spin = 1.759 eV
Largest force on an atom = 6.71 eV Å⁻¹
DFT total energy = -10956.861 eV
Orbital gap = 9.9 eV
E_LUMO = -3.8 eV

Cartesian coordinates (Å):
C1 1.66570 0.37628 1.76458
C2 0.83618 0.68580 0.50045
C3 -0.43926 -0.29682 0.27698
C4 -0.23827 -1.14808 -1.08439
C5 -1.70343 -1.63340 -1.48177
O1 -1.91805 -1.37368 -2.80376
O2 -2.32124 -2.31627 -0.80800
N1 0.25019 2.07017 0.64480
H1 1.65666 -0.74126 1.94341
H2 1.43871 0.85469 2.73132
H3 2.68751 0.58970 1.81503
H4 1.54406 0.68683 -0.35751
H5 -1.34445 0.30085 0.09322
H6 -0.59301 -0.93711 1.04033
H7 0.12264 -0.60797 -1.93025
H8 0.38952 -2.03818 -0.97772
H9 -2.54085 -1.76800 -3.34230
H10 -0.32533 2.15154 1.38521
H11 1.03450 2.74118 0.90144
H12 -0.20177 2.40374 -0.31106



# 4
Density functional theory data (ωB97M-V/def2-TZVPD) for an isolated ion of composition C5H12NO2 and charge +1 at a distorted geometry.

Calculated values
Total charge = +1
Energy above the lowest of the compared OMol25 structures with the same formula, charge and spin = 0.091 eV
Largest force on an atom = 1.66 eV Å⁻¹
DFT total energy = -10958.528 eV
Orbital gap = 11.8 eV
E_LUMO = -3.6 eV

Cartesian coordinates (Å):
O1 -2.47192 0.96378 -0.81021
C1 -1.69261 0.24231 -0.24213
O2 -1.95315 -0.46153 0.83348
C2 -0.27210 0.10245 -0.82396
C3 0.87337 -0.37443 0.06648
C4 0.70214 -1.87867 0.31548
C5 0.93810 0.42028 1.36971
N1 0.01132 1.50860 -1.41022
H1 -2.82340 -0.22785 1.21895
H2 -0.40254 -0.53746 -1.69882
H3 1.81453 -0.23952 -0.48190
H4 1.58934 -2.24566 0.83307
H5 0.67376 -2.45076 -0.61412
H6 -0.17257 -2.12726 0.89095
H7 0.24885 0.04091 2.11388
H8 0.69043 1.47705 1.24567
H9 1.92373 0.40963 1.80776
H10 0.07117 1.43047 -2.41983
H11 0.94563 1.79248 -1.12170
H12 -0.69407 2.15517 -1.07254



# 5
Density functional theory data (ωB97M-V/def2-TZVPD) for a 2-piece molecular cluster, C5H12NO2 overall at a distorted geometry.

Calculated values
Total charge = +1
Energy above the lowest of the compared OMol25 structures with the same formula, charge and spin = 2.303 eV
Largest force on an atom = 3.38 eV Å⁻¹
DFT total energy = -10956.316 eV
Orbital gap = 9.7 eV
E_LUMO = -4.6 eV

Cartesian coordinates (Å):
C1 -2.40247 0.81220 1.00221
C2 1.96218 1.32250 0.20680
C3 1.32566 -0.99349 0.29716
C4 1.47462 0.20729 -1.78326
C5 -3.76088 -0.74700 -0.24110
N1 1.59833 0.13339 -0.52368
O1 -1.31228 0.45619 0.54976
O2 -3.57694 0.47740 0.53205
H1 2.30767 2.22670 -0.29603
H2 1.06872 1.81069 0.77028
H3 2.72675 1.03371 0.87443
H4 1.50887 -1.88134 -0.29892
H5 2.09338 -0.86652 1.14881
H6 0.30479 -1.01895 0.66643
H7 -2.58890 1.64703 1.68546
H8 1.74604 1.15876 -2.34783
H9 1.08625 -0.57379 -2.32775
H10 -2.71895 -1.25023 -0.45880
H11 -4.26072 -0.44955 -1.22455
H12 -4.53494 -1.44026 0.24413



# 6
Density functional theory data (ωB97M-V/def2-TZVPD) for an isolated ion of composition C5H12NO2 and charge +1 at a distorted geometry.

Calculated values
Total charge = +1
Energy above the lowest of the compared OMol25 structures with the same formula, charge and spin = 4.808 eV
Largest force on an atom = 6.97 eV Å⁻¹
DFT total energy = -10953.811 eV
Orbital gap = 9.3 eV
E_LUMO = -4.2 eV

Cartesian coordinates (Å):
C1 -2.06987 -0.87975 -0.75368
C2 -1.82311 0.13133 -0.03061
C3 2.37300 0.83658 -0.66022
C4 2.08895 -0.28392 0.20002
C5 0.60589 -0.75864 -0.12517
N1 -2.43251 1.28278 0.66967
O1 0.32534 -1.94405 0.54412
O2 -0.13212 0.26934 0.44462
H1 -1.27903 -1.64718 -1.04969
H2 -3.07203 -1.06138 -1.08498
H3 3.39675 1.22173 -0.39232
H4 2.45650 0.65575 -1.70272
H5 1.59136 1.60486 -0.40812
H6 2.15447 0.06822 1.23289
H7 2.50726 -1.20293 0.12319
H8 0.57308 -0.90131 -1.25494
H9 -3.43004 1.19568 1.02684
H10 -1.85846 1.27926 1.57806
H11 -2.50398 2.25235 0.17853
H12 0.52855 -2.11871 1.46449